ORCA calculation (ωB97M-V/def2-TZVPD) on C39H42AsHgN2O2Si as an isolated structure.

Each line ends with the Mulliken charge.
Atoms and positions in Å:
Hg1 0.075622 -1.475431 0.111206  0.125
C1 7.450527 -0.723847 -0.120804  -0.447
C2 6.578461 -1.795969 -0.020879  -0.667
C3 5.226907 -1.568630 0.215088  -0.587
C4 4.736820 -0.274544 0.355872  -0.289
C5 5.623601 0.796920 0.257411  -0.023
C6 6.970734 0.573563 0.019313  -0.712
As1 2.809209 -0.061344 0.653407  0.364
C7 2.333541 0.837152 -1.031167  0.483
C8 3.226035 1.028343 -2.081644  -0.446
C9 2.809947 1.648149 -3.253241  -0.761
C10 1.500385 2.085855 -3.391606  -0.715
C11 0.600673 1.893489 -2.353739  -0.695
C12 1.015461 1.271002 -1.184230  0.699
C13 2.990675 1.512067 1.803831  0.487
C14 3.815103 1.391820 2.920656  -0.378
C15 4.024721 2.472658 3.763514  -0.697
C16 3.395509 3.683914 3.509009  -0.539
C17 2.555557 3.802621 2.412107  -0.676
C18 2.354761 2.722340 1.560420  -0.037
H1 8.503963 -0.895401 -0.302490  0.386
H2 6.945866 -2.809284 -0.122489  0.396
H3 4.548962 -2.411188 0.295089  0.354
H4 5.259933 1.811148 0.373530  0.506
H5 7.649580 1.413756 -0.056627  0.394
H6 4.248282 0.685382 -1.995671  0.322
H7 3.515219 1.788568 -4.063016  0.395
H8 1.182880 2.570957 -4.305989  0.374
H9 -0.426614 2.224646 -2.447056  0.502
H10 0.304146 1.136702 -0.376112  -0.462
H11 4.314016 0.451868 3.129258  0.377
H12 4.673050 2.364685 4.623865  0.400
H13 3.556231 4.529531 4.165599  0.368
H14 2.054648 4.741398 2.210370  0.397
H15 1.704573 2.839006 0.703336  0.296
N1 -2.198271 -0.183207 -0.378029  -0.277
C19 -3.345815 -0.032392 -0.358747  0.155
N2 -4.650584 0.139522 -0.336213  -0.052
C20 -5.425145 -0.138196 0.875747  -0.278
C21 -5.802555 1.174762 1.533447  0.136
O1 -6.492129 2.014957 0.617284  -0.483
C22 -5.685206 2.336610 -0.500384  -0.061
C23 -5.282709 1.082929 -1.262037  -0.783
H16 -4.832659 -0.762155 1.540399  0.028
H17 -6.321456 -0.688350 0.578212  0.227
H18 -4.899609 1.679734 1.901600  -0.108
H19 -6.478400 1.005229 2.371089  0.460
H20 -4.785387 2.871938 -0.170336  -0.064
H21 -6.277389 2.993739 -1.136566  0.399
H22 -4.586615 1.315989 -2.066035  0.471
H23 -6.165414 0.599954 -1.687655  0.279
C24 1.017473 -0.842396 4.672517  -1.605
C25 -0.092247 0.215953 4.691187  2.666
C26 -1.001663 -0.058467 5.892896  -1.813
C27 0.537427 1.604243 4.841432  -1.641
Si1 -1.001884 0.111142 3.017548  -1.504
O2 0.077147 -0.160807 1.846295  0.821
C28 -2.234308 -1.325892 3.164758  1.098
C29 -3.506086 -1.192263 3.730054  -0.400
C30 -4.355507 -2.279415 3.891339  -0.538
C31 -3.951549 -3.543710 3.483340  -0.599
C32 -2.693335 -3.707825 2.922020  -0.792
C33 -1.852313 -2.612225 2.773542  -0.341
C34 -1.977646 1.717200 2.743525  1.292
C35 -1.805450 2.429002 1.553984  0.554
C36 -2.484125 3.615609 1.303970  -0.983
C37 -3.362522 4.127439 2.249301  -0.517
C38 -3.548329 3.445197 3.444166  -0.767
C39 -2.864721 2.259257 3.681328  -0.353
H24 1.573672 -0.824613 5.617826  0.453
H25 1.718194 -0.666536 3.854994  0.108
H26 0.608534 -1.850833 4.551367  0.329
H27 -0.421747 0.018053 6.820292  0.581
H28 -1.437417 -1.059290 5.855531  0.313
H29 -1.820203 0.661134 5.972571  0.284
H30 1.055905 1.688523 5.804720  0.575
H31 -0.210110 2.400227 4.798510  0.258
H32 1.267159 1.793334 4.053535  0.201
H33 -3.850050 -0.215175 4.053872  0.309
H34 -5.334572 -2.140795 4.335097  0.442
H35 -4.607514 -4.395434 3.612820  0.384
H36 -2.363676 -4.690187 2.606636  0.413
H37 -0.861716 -2.767805 2.355842  0.206
H38 -1.117716 2.045232 0.812042  -0.131
H39 -2.318188 4.146506 0.373234  0.550
H40 -3.892878 5.052948 2.061681  0.367
H41 -4.224616 3.837717 4.193819  0.450
H42 -3.013245 1.767142 4.635405  -0.213

Atomic forces in eV per Å
-0.111 -0.127 0.159
-0.005 -0.006 0.009
-0.009 0.011 0.002
0.014 -0.003 0.001
-0.050 -0.172 -0.164
-0.004 0.002 0.030
-0.005 -0.002 0.000
0.459 0.259 -0.077
-0.007 0.089 0.077
-0.048 -0.062 -0.009
-0.007 -0.006 -0.012
0.003 0.001 -0.007
0.002 -0.009 0.031
0.007 0.001 -0.018
-0.078 -0.031 0.048
-0.019 0.018 0.016
-0.037 -0.020 0.014
-0.003 0.006 -0.006
0.000 0.002 -0.009
-0.003 0.002 0.035
-0.006 0.002 -0.001
0.002 0.005 -0.004
-0.005 0.004 -0.002
-0.004 0.000 -0.010
0.000 -0.002 0.003
0.020 0.020 -0.001
-0.001 -0.003 0.006
0.003 -0.007 0.005
0.008 -0.009 -0.007
0.015 0.019 0.015
0.006 -0.008 -0.009
0.004 0.007 -0.002
-0.009 -0.008 0.002
-0.001 -0.005 0.005
0.008 0.001 -0.002
-0.138 -0.061 -0.225
0.095 0.080 0.164
-0.025 -0.110 -0.220
0.018 -0.024 0.009
0.050 0.043 0.035
-0.029 -0.052 -0.026
0.021 0.035 -0.012
0.003 0.052 0.068
0.020 -0.012 0.037
-0.009 0.014 0.005
-0.029 -0.022 -0.027
0.001 0.001 0.004
-0.003 -0.019 0.008
0.002 0.011 -0.001
0.000 0.002 -0.008
-0.005 -0.003 0.008
0.006 -0.036 0.029
0.013 0.047 0.012
-0.037 -0.008 0.010
0.020 0.023 0.018
0.104 -0.112 0.103
-0.260 0.199 0.012
-0.058 -0.051 -0.055
-0.011 0.055 0.017
0.008 -0.007 -0.015
0.021 0.012 0.006
-0.020 -0.001 0.006
0.035 0.036 0.010
-0.070 -0.063 -0.070
0.034 0.018 -0.007
0.009 0.010 0.024
-0.002 -0.018 0.012
0.014 0.002 -0.008
0.070 0.037 0.043
-0.010 0.015 -0.013
0.000 0.004 -0.002
0.003 0.012 0.008
0.011 -0.006 -0.020
-0.005 0.014 -0.009
0.007 -0.004 -0.001
0.022 -0.036 -0.030
-0.003 -0.014 0.033
0.007 0.023 -0.038
0.001 -0.017 -0.012
0.010 0.002 0.008
-0.004 0.008 -0.018
0.003 0.004 0.001
-0.009 -0.021 0.022
-0.010 -0.024 0.001
0.002 0.000 0.003
0.003 -0.003 -0.001
0.006 0.003 0.000
-0.021 -0.004 -0.013

Computed properties:
F_max, eV/A: 0.53
Energy relative to the best compared isomer or geometry (same formula, charge and spin), eV: 0.000
<S²>: 0.754
Highest occupied orbital energy (spin up / spin down), eV: -7.575 / -8.236
2S+1: 2
E, Eh: -4450.0064
Frontier orbital gap (spin up / spin down), eV: 8.2 / 6.7